1.
Formula: C31H51ClMnP2
Source: OMol25
Level of theory: ωB97M-V/def2-TZVPD

Cartesian coordinates (Å):
Mn -1.047 0.595 -2.441
C -2.138 1.571 -0.446
C -2.989 0.720 -1.317
C -2.239 -0.542 0.491
C -1.783 0.790 0.699
C -2.918 -0.624 -0.739
C -2.112 3.039 -0.549
H -1.907 3.378 -1.582
H -1.338 3.489 0.094
H -3.096 3.438 -0.254
C -1.690 1.449 2.021
H -1.147 2.397 1.988
H -1.219 0.822 2.781
H -2.713 1.671 2.382
C -2.357 -1.541 1.586
H -3.326 -1.411 2.093
H -1.592 -1.431 2.363
H -2.327 -2.574 1.224
C -3.621 -1.817 -1.265
H -4.666 -1.846 -0.917
H -3.143 -2.755 -0.931
H -3.651 -1.834 -2.360
C -3.935 1.300 -2.333
H -4.911 1.543 -1.886
H -4.116 0.640 -3.193
H -3.517 2.237 -2.744
C 0.787 1.138 -2.693
C -0.203 2.089 -3.253
C -0.501 2.180 -4.765
C -1.352 0.987 -5.283
C -1.723 0.037 -4.138
C -0.752 -0.931 -3.618
C 0.676 -0.999 -4.144
C 1.580 0.109 -3.495
H 0.420 2.296 -5.366
H -0.825 0.493 -6.118
H -1.080 3.108 -4.945
H 2.206 0.574 -4.305
H 1.318 1.456 -1.788
H -0.356 3.029 -2.690
H 2.303 -0.422 -2.837
H 1.109 -1.991 -3.896
H -1.143 -1.908 -3.298
H 0.763 -0.907 -5.252
H -2.274 1.401 -5.728
H -2.766 -0.319 -4.131
P 1.775 2.490 1.290
C 2.168 3.747 2.606
H 3.079 4.317 2.379
H 2.261 3.256 3.585
H 1.319 4.442 2.660
C 3.333 1.494 1.293
H 4.216 2.094 1.563
H 3.464 1.071 0.287
H 3.216 0.666 2.006
C 2.033 3.495 -0.216
H 2.224 2.832 -1.069
H 2.867 4.203 -0.105
H 1.102 4.042 -0.415
P 1.288 -3.163 -0.532
C 0.229 -4.572 -1.025
H 0.786 -5.517 -0.976
H -0.111 -4.408 -2.060
H -0.648 -4.626 -0.363
C 2.806 -3.511 -1.489
H 2.542 -3.777 -2.526
H 3.348 -4.338 -1.020
H 3.436 -2.605 -1.489
C 1.660 -3.406 1.234
H 2.186 -4.353 1.378
H 0.704 -3.405 1.785
H 2.284 -2.562 1.584
Cl 0.599 1.926 5.637
C 1.027 0.277 5.810
C 1.357 -0.227 7.062
C 1.701 -1.586 7.206
C 1.679 -2.441 6.092
C 1.337 -1.955 4.843
C 1.041 -0.574 4.635
C 0.813 -0.068 3.365
H 1.349 0.435 7.914
H 1.973 -1.966 8.183
H 1.936 -3.486 6.209
H 1.326 -2.616 3.967
H 0.736 -0.749 2.513
H 0.873 1.004 3.175

Total energy, a.u.: -3505.2507
Net charge: +1
Kohn-Sham gap (alpha / beta), eV: 5.83 / 5.06
Highest occupied orbital energy (alpha / beta), eV: -9.462 / -10.406
Multiplicity: 5

=====

2.
Formula: C31H51F18NO22P2
Source: OMol25
Level of theory: ωB97M-V/def2-TZVPD

Cartesian coordinates (Å):
C 0.191 -0.795 1.267
N -0.215 -0.400 -0.102
O 0.039 0.719 -0.457
O -0.713 -1.331 -0.804
H 1.122 -0.250 1.422
H 0.569 -1.813 1.361
H -0.541 -0.463 2.002
C -1.753 3.641 0.858
O -2.245 3.933 2.213
P -1.695 3.235 3.500
O -2.362 3.618 4.774
O -1.807 1.667 3.160
C -2.919 0.905 3.698
O -0.117 3.533 3.585
C 0.317 4.827 4.062
H -2.564 3.508 0.142
H -1.069 2.793 0.818
H -1.206 4.532 0.549
H -3.472 0.421 2.892
H -3.670 1.488 4.230
H -2.550 0.092 4.324
H 0.762 4.569 5.024
H -0.453 5.589 4.180
H 1.166 5.192 3.485
C 5.729 -3.732 0.286
O 4.391 -4.259 0.411
P 3.159 -3.241 0.255
O 3.071 -2.428 -0.962
O 1.845 -4.203 0.457
C 1.089 -4.553 -0.701
O 3.135 -2.366 1.640
C 3.748 -2.892 2.794
H 6.392 -4.087 -0.503
H 6.205 -3.737 1.266
H 5.724 -2.712 -0.098
H 1.427 -4.192 -1.672
H 0.007 -4.445 -0.631
H 1.245 -5.632 -0.734
H 4.722 -2.449 3.001
H 3.884 -3.972 2.834
H 3.175 -2.619 3.680
C -3.207 -3.492 1.866
C -3.721 -3.736 0.440
O -4.468 -4.944 0.374
C -4.492 -5.823 -0.607
O -3.902 -5.697 -1.659
C -5.170 -7.106 -0.275
F -4.308 -7.930 0.302
F -6.087 -6.927 0.660
F -5.701 -7.649 -1.333
H -2.338 -4.095 2.129
H -3.865 -3.620 2.726
H -2.677 -2.539 1.865
H -2.858 -3.729 -0.225
H -4.324 -2.947 -0.010
C 5.200 3.644 2.965
C 4.700 3.497 4.403
O 3.388 3.000 4.591
C 3.137 1.621 4.417
O 3.958 0.819 4.017
C 1.808 1.174 5.062
F 1.223 2.160 5.704
F 0.952 0.720 4.156
F 2.057 0.137 5.866
H 5.415 2.706 2.453
H 6.127 4.217 2.938
H 4.388 4.243 2.553
H 4.665 4.460 4.911
H 5.394 2.847 4.936
C -2.936 0.645 -2.772
C -3.473 0.421 -1.358
O -4.340 1.494 -0.899
C -4.788 1.654 0.284
O -4.794 0.693 1.040
C -5.552 2.945 0.517
F -4.812 3.600 1.392
F -5.751 3.640 -0.555
F -6.661 2.649 1.155
H -3.212 1.627 -3.155
H -3.496 0.022 -3.471
H -1.863 0.468 -2.840
H -2.565 0.659 -0.804
H -3.735 -0.586 -1.033
C -4.179 -3.014 -7.495
C -2.791 -3.729 -7.204
O -2.515 -3.938 -5.806
C -2.247 -2.929 -4.986
O -2.097 -1.750 -5.340
C -1.987 -3.416 -3.487
F -3.010 -3.105 -2.689
F -1.530 -4.674 -3.313
F -1.009 -2.712 -3.096
H -4.380 -2.893 -8.560
H -4.003 -2.070 -6.979
H -4.978 -3.414 -6.871
H -2.085 -3.024 -7.642
H -2.585 -4.671 -7.713
C 5.705 0.794 0.403
C 4.171 0.973 0.431
O 3.767 2.344 0.152
C 2.732 2.913 0.614
O 1.885 2.364 1.339
C 2.593 4.425 0.032
F 2.529 5.332 1.009
F 3.573 4.753 -0.716
F 1.461 4.459 -0.676
H 6.065 -0.232 0.332
H 6.204 1.147 1.306
H 6.116 1.136 -0.547
H 3.771 0.617 1.380
H 3.683 0.422 -0.374
C 1.849 1.006 -3.662
C 2.041 2.132 -2.650
O 0.828 2.847 -2.643
C 0.679 4.013 -3.360
O 1.503 4.552 -4.056
C -0.527 4.821 -2.904
F -0.139 5.896 -2.138
F -1.269 5.323 -3.854
F -1.286 4.063 -2.094
H 2.807 0.514 -3.835
H 1.548 1.404 -4.631
H 1.095 0.280 -3.359
H 2.834 2.861 -2.818
H 2.100 1.546 -1.732

Total energy, a.u.: -5402.1974
Energy above the lowest of the compared OMol25 structures with the same formula, charge and spin, kJ/mol: 341.5
Kohn-Sham gap, eV: 9.99
Highest occupied orbital energy, eV: -9.977